{"formula": "C12H12N3", "method": "the ωB97M-V functional and the def2-TZVPD basis", "gap_ev": 7.1023, "energy_ha": -628.36231, "charge": 1, "smiles": "[H]/N=[N+](\\C)c1cccc2cccc(N=C)c12", "multiplicity": 1, "e_homo_ev": -11.82, "e_above_lowest_kj_mol": 223.6, "symbols": ["H", "N", "N", "C", "C", "C", "C", "C", "C", "C", "C", "C", "C", "N", "C", "C", "H", "H", "H", "H", "H", "H", "H", "H", "H", "H", "H"], "coordinates": [[-3.175, 0.927, 1.288], [-2.241, 0.325, 1.387], [-1.597, 0.195, 0.364], [-2.169, 0.759, -0.856], [-0.551, -0.820, 0.342], [-0.823, -2.114, 0.476], [0.197, -3.070, 0.497], [1.549, -2.616, 0.375], [1.797, -1.207, 0.230], [3.106, -0.804, -0.096], [3.331, 0.546, -0.352], [2.336, 1.499, -0.032], [1.044, 1.074, 0.235], [-0.120, 1.887, 0.400], [-0.013, 3.158, 0.302], [0.761, -0.308, 0.269], [-2.204, 1.813, -0.852], [-1.707, 0.313, -1.658], [-3.244, 0.465, -0.830], [-1.788, -2.613, 0.809], [-0.059, -4.079, 0.831], [2.364, -3.251, 0.358], [3.978, -1.492, -0.112], [4.355, 0.941, -0.692], [2.533, 2.466, -0.243], [-0.905, 3.706, 0.281], [0.910, 3.746, 0.409]]}


{"formula": "C56H67N3O3Sb2Si2Sn", "method": "the ωB97M-V functional and the def2-TZVPD basis", "gap_ev": 6.5798, "energy_ha": -3837.26471, "charge": 2, "multiplicity": 1, "e_homo_ev": -12.10, "e_above_lowest_kj_mol": 426.0, "symbols": ["Sn", "C", "O", "C", "C", "C", "C", "C", "C", "N", "C", "N", "C", "C", "C", "C", "C", "C", "O", "C", "N", "C", "C", "C", "C", "C", "C", "O", "C", "H", "H", "H", "H", "H", "H", "H", "H", "H", "H", "H", "H", "H", "H", "H", "H", "H", "H", "H", "H", "H", "H", "C", "C", "C", "Sb", "C", "C", "C", "C", "C", "C", "C", "C", "C", "C", "C", "C", "Sb", "C", "C", "C", "C", "C", "C", "C", "C", "C", "C", "C", "C", "H", "H", "H", "H", "H", "H", "H", "H", "H", "H", "H", "H", "H", "H", "H", "H", "H", "H", "H", "H", "H", "H", "H", "H", "H", "H", "C", "Si", "C", "C", "C", "Si", "C", "C", "C", "H", "H", "H", "H", "H", "H", "H", "H", "H", "H", "H", "H", "H", "H", "H", "H", "H", "H", "H"], "coordinates": [[-1.345, -0.842, -0.986], [3.423, 5.991, 2.886], [3.100, 4.872, 2.068], [3.951, 4.578, 1.040], [5.099, 5.291, 0.734], [5.890, 4.899, -0.340], [5.541, 3.798, -1.101], [4.397, 3.077, -0.783], [3.593, 3.458, 0.278], [2.430, 2.728, 0.666], [0.454, 1.391, 0.048], [1.331, 0.278, 0.592], [0.779, -0.946, 1.296], [-0.722, -1.407, 1.055], [-0.482, -2.903, 1.336], [-0.293, -3.047, 2.872], [0.682, -2.052, 3.457], [1.053, -0.972, 2.781], [1.835, 0.059, 3.187], [2.298, 0.007, 4.537], [-0.284, 0.889, -1.117], [-0.133, 1.443, -2.441], [0.449, 0.661, -3.434], [0.547, 1.079, -4.753], [0.062, 2.326, -5.099], [-0.527, 3.133, -4.137], [-0.640, 2.702, -2.820], [-1.228, 3.451, -1.854], [-1.741, 4.733, -2.213], [2.642, 6.052, 3.639], [3.435, 6.912, 2.301], [4.389, 5.852, 3.374], [5.382, 6.155, 1.318], [6.781, 5.465, -0.576], [6.157, 3.491, -1.934], [4.141, 2.201, -1.366], [2.012, 3.234, 1.438], [1.971, 0.764, 1.241], [-1.319, -3.525, 1.043], [0.059, -4.062, 3.064], [0.944, -2.175, 4.499], [2.889, 0.904, 4.691], [2.914, -0.880, 4.692], [1.453, -0.005, 5.227], [0.835, -0.313, -3.162], [1.008, 0.439, -5.493], [0.136, 2.681, -6.118], [-0.907, 4.101, -4.425], [-2.170, 5.147, -1.305], [-2.518, 4.645, -2.974], [-0.945, 5.388, -2.570], [1.458, 2.473, -0.388], [-0.394, 1.896, 1.258], [-1.827, 2.318, 0.963], [-3.128, 0.639, 0.777], [-4.617, 0.990, 2.228], [-5.864, 0.389, 2.081], [-6.833, 0.566, 3.058], [-6.558, 1.348, 4.171], [-5.318, 1.957, 4.308], [-4.343, 1.783, 3.337], [-1.999, -0.876, 1.874], [-1.831, -0.494, 3.332], [-1.773, -1.471, 4.221], [-1.693, -2.873, 3.662], [-2.859, -3.009, 2.713], [-3.001, -2.037, 1.823], [2.516, -0.829, -0.874], [4.443, -0.484, -0.081], [4.762, 0.255, 1.055], [6.086, 0.372, 1.449], [7.092, -0.253, 0.722], [6.778, -0.991, -0.409], [5.455, -1.097, -0.817], [1.694, -2.113, 0.709], [0.707, -3.246, 0.428], [1.242, -4.642, 0.540], [2.405, -4.899, 1.130], [3.192, -3.813, 1.718], [2.836, -2.537, 1.574], [1.990, 2.114, -1.272], [0.900, 3.363, -0.688], [0.129, 2.749, 1.695], [-0.376, 1.140, 2.044], [-1.879, 2.851, 0.021], [-2.208, 2.975, 1.744], [-6.090, -0.217, 1.211], [-7.802, 0.100, 2.947], [-7.315, 1.490, 4.931], [-5.108, 2.572, 5.173], [-3.386, 2.273, 3.459], [-1.808, 0.547, 3.628], [-1.701, -1.293, 5.286], [-1.729, -3.618, 4.453], [-3.510, -3.874, 2.744], [-3.779, -2.075, 1.064], [3.998, 0.765, 1.630], [6.336, 0.961, 2.322], [8.123, -0.158, 1.035], [7.559, -1.473, -0.982], [5.228, -1.659, -1.719], [0.294, -3.150, -0.585], [0.632, -5.439, 0.131], [2.775, -5.913, 1.206], [4.070, -4.061, 2.298], [3.434, -1.761, 2.038], [-4.835, -2.921, -2.854], [-3.889, -1.375, -3.295], [-3.905, -0.997, -5.119], [-4.771, 0.051, -2.461], [-2.024, -1.559, -2.850], [-1.312, -3.281, -3.274], [-1.866, -3.842, -4.963], [-1.842, -4.493, -1.946], [0.559, -3.202, -3.394], [-5.887, -2.755, -3.097], [-4.781, -3.139, -1.783], [-4.515, -3.810, -3.396], [-4.938, -0.849, -5.443], [-3.475, -1.783, -5.737], [-3.364, -0.069, -5.322], [-5.721, 0.165, -2.990], [-4.240, 1.004, -2.535], [-5.008, -0.140, -1.415], [-1.548, -0.840, -3.534], [-2.929, -4.066, -5.038], [-1.317, -4.757, -5.202], [-1.614, -3.107, -5.730], [-2.808, -4.940, -2.188], [-1.942, -4.029, -0.960], [-1.119, -5.307, -1.857], [1.094, -2.983, -2.469], [0.872, -2.476, -4.150], [0.912, -4.181, -3.730]]}


{"formula": "C5H4O2", "method": "the ωB97M-V functional and the def2-TZVPD basis", "gap_ev": 8.7396, "energy_ha": -343.25921, "charge": 0, "multiplicity": 1, "e_homo_ev": -8.58, "e_above_lowest_kj_mol": 349.6, "symbols": ["C", "C", "C", "C", "C", "O", "O", "H", "H", "H", "H"], "coordinates": [[0.916, 0.711, -0.096], [1.395, 1.085, -1.308], [-0.291, -0.051, -0.545], [-0.416, -0.034, -2.005], [-1.122, -0.753, 0.129], [0.668, 0.637, -2.348], [-0.960, -0.867, 1.458], [1.016, 0.727, 0.950], [2.106, 1.811, -1.586], [-1.954, -1.330, -0.251], [-1.407, -1.582, 1.892]]}


{"formula": "C24H78O27", "method": "the ωB97M-V functional and the def2-TZVPD basis", "gap_ev": 9.3413, "energy_ha": -2992.38403, "charge": 0, "multiplicity": 1, "e_homo_ev": -9.14, "e_above_lowest_kj_mol": 515.4, "symbols": ["O", "H", "H", "O", "H", "H", "O", "H", "H", "C", "C", "O", "O", "H", "H", "H", "H", "H", "H", "C", "C", "O", "O", "H", "H", "H", "H", "H", "H", "C", "C", "O", "O", "H", "H", "H", "H", "H", "H", "C", "C", "O", "O", "H", "H", "H", "H", "H", "H", "C", "C", "O", "O", "H", "H", "H", "H", "H", "H", "C", "C", "O", "O", "H", "H", "H", "H", "H", "H", "C", "C", "O", "O", "H", "H", "H", "H", "H", "H", "C", "C", "O", "O", "H", "H", "H", "H", "H", "H", "C", "C", "O", "O", "H", "H", "H", "H", "H", "H", "C", "C", "O", "O", "H", "H", "H", "H", "H", "H", "C", "C", "O", "O", "H", "H", "H", "H", "H", "H", "C", "C", "O", "O", "H", "H", "H", "H", "H", "H"], "coordinates": [[26.508, -31.420, 15.856], [26.579, -30.786, 16.569], [27.387, -31.789, 15.774], [28.983, -24.720, 12.024], [28.598, -24.306, 12.796], [28.255, -25.185, 11.612], [32.537, -27.789, 16.401], [33.339, -28.312, 16.382], [31.962, -28.253, 17.010], [25.521, -33.544, 12.378], [26.170, -32.253, 11.817], [25.209, -31.236, 11.640], [24.302, -33.947, 11.853], [25.233, -33.384, 13.418], [26.217, -34.381, 12.424], [26.711, -32.376, 10.879], [26.714, -31.794, 12.642], [25.519, -30.536, 12.220], [24.168, -33.650, 10.950], [27.004, -30.896, 20.279], [27.157, -31.636, 18.928], [28.019, -30.833, 18.019], [26.240, -29.694, 20.209], [27.944, -30.577, 20.731], [26.659, -31.487, 21.127], [26.151, -31.640, 18.510], [27.537, -32.644, 19.097], [28.969, -30.883, 18.154], [25.342, -29.990, 20.046], [32.168, -25.112, 13.527], [31.302, -24.841, 14.756], [30.387, -23.800, 14.470], [31.419, -25.588, 12.416], [32.827, -25.946, 13.767], [32.863, -24.306, 13.288], [31.859, -24.790, 15.692], [30.613, -25.676, 14.883], [30.258, -23.272, 15.262], [30.538, -25.252, 12.597], [23.070, -28.360, 17.699], [23.944, -29.592, 17.616], [23.797, -30.394, 18.787], [23.366, -27.639, 18.938], [22.015, -28.628, 17.653], [23.435, -27.767, 16.860], [25.024, -29.448, 17.581], [23.723, -30.326, 16.841], [23.097, -31.005, 18.546], [23.533, -28.305, 19.609], [29.619, -28.338, 9.870], [30.738, -29.362, 9.852], [31.675, -29.151, 10.862], [28.918, -28.468, 8.664], [29.894, -27.290, 9.990], [29.009, -28.471, 10.764], [31.296, -29.259, 8.922], [30.461, -30.414, 9.928], [32.003, -28.249, 10.871], [28.264, -29.138, 8.875], [28.847, -27.775, 19.649], [29.927, -26.788, 19.239], [29.783, -26.574, 17.856], [27.532, -27.184, 19.647], [28.979, -28.044, 20.697], [28.984, -28.587, 18.935], [30.936, -27.163, 19.409], [29.787, -25.887, 19.837], [28.890, -26.736, 17.541], [26.941, -27.940, 19.676], [30.086, -33.179, 14.405], [31.151, -32.104, 13.959], [31.719, -31.336, 15.021], [28.979, -32.529, 15.145], [30.441, -33.726, 15.279], [29.711, -33.904, 13.683], [30.636, -31.379, 13.329], [31.864, -32.542, 13.259], [32.522, -30.964, 14.649], [28.428, -33.262, 15.432], [28.045, -27.960, 13.826], [28.485, -28.633, 15.163], [27.645, -28.243, 16.242], [27.264, -28.941, 13.151], [28.866, -27.630, 13.189], [27.516, -27.023, 14.004], [29.531, -28.356, 15.289], [28.336, -29.707, 15.057], [27.463, -29.022, 16.773], [26.398, -28.845, 13.554], [22.179, -28.885, 14.231], [23.564, -28.814, 13.571], [24.658, -28.958, 14.459], [22.021, -29.991, 15.015], [21.388, -28.713, 13.501], [21.896, -28.013, 14.819], [23.659, -27.849, 13.073], [23.533, -29.516, 12.737], [24.734, -28.071, 14.818], [22.725, -30.621, 14.843], [32.907, -30.572, 19.055], [31.396, -30.743, 18.524], [31.220, -29.914, 17.365], [33.745, -31.289, 18.248], [32.749, -31.061, 20.016], [33.097, -29.511, 19.217], [30.775, -30.253, 19.274], [31.145, -31.769, 18.253], [31.275, -30.382, 16.529], [34.652, -31.169, 18.539], [25.954, -26.388, 10.422], [24.738, -27.338, 10.277], [23.554, -26.764, 10.717], [26.191, -25.908, 11.763], [25.850, -25.515, 9.778], [26.854, -26.940, 10.153], [24.912, -28.229, 10.879], [24.736, -27.612, 9.222], [23.668, -25.811, 10.716], [25.411, -25.404, 12.008], [27.499, -24.500, 15.648], [26.361, -24.833, 16.582], [25.506, -25.863, 16.109], [27.048, -23.750, 14.512], [28.051, -25.384, 15.330], [28.053, -23.803, 16.278], [25.706, -23.964, 16.520], [26.746, -24.775, 17.599], [25.871, -26.662, 16.496], [26.526, -22.956, 14.648]]}


{"formula": "C3H5N3S", "method": "the ωB97M-V functional and the def2-TZVPD basis", "gap_ev": [5.1680, 8.0417], "energy_ha": -679.58292, "charge": 0, "multiplicity": 3, "e_homo_ev": [-6.27, -9.00], "e_above_lowest_kj_mol": 30.7, "symbols": ["C", "C", "C", "N", "N", "N", "S", "H", "H", "H", "H", "H"], "coordinates": [[1.830, -0.109, 0.387], [1.598, -1.137, 1.146], [-1.047, 0.188, 0.733], [1.944, 0.847, -0.305], [-0.544, 0.886, -1.507], [-1.196, 0.099, -0.580], [1.417, -2.440, 2.027], [-1.707, -0.372, 1.363], [-0.362, 0.901, 1.143], [0.346, 1.241, -1.110], [-0.322, 0.349, -2.341], [-1.958, -0.453, -0.956]]}